Entry 1:
ORCA calculation (ωB97M-V/def2-TZVPD) on a structure of composition C38H33Co2NO8P2.

Net charge: -2
Gap between HOMO and LUMO, hartree: 0.172
LUMO level, eV: 4.3

```
84
Properties=species:S:1:pos:R:3:mulliken_charge:R:1
C -2.11092 -6.20077 4.68056 -1.2414
C -1.55576 -5.34291 3.56551 -0.2092
O -1.97252 -3.96505 3.76308 -0.3520
P -2.08228 -2.91329 2.54419 0.6887
C -0.47326 -2.14690 2.48359 -1.0249
C 0.07221 -1.33297 1.55568 0.5745
N 0.68431 -0.62938 0.80282 -0.3715
O -2.55975 -3.50773 1.27808 -0.7522
O -3.08814 -1.86087 3.26280 -0.2551
C -4.22237 -2.29339 4.09168 -0.0716
C -5.00377 -1.08664 4.55193 -1.2705
H -1.68862 -7.20259 4.60988 0.4115
H -1.84981 -5.79150 5.66107 0.2916
H -3.19672 -6.27784 4.58004 0.2843
H -0.45915 -5.33757 3.57621 0.2549
H -1.91021 -5.70985 2.58652 0.3221
H 0.11363 -2.27199 3.39654 0.3880
H -4.87680 -2.92984 3.47419 0.3005
H -3.85821 -2.86118 4.96283 0.2145
H -5.94676 -1.41565 5.00164 0.3768
H -4.44577 -0.52525 5.30888 0.3043
H -5.23142 -0.44395 3.69892 0.2968
O 5.72118 -0.39616 -2.68226 -0.4896
C 4.77009 -0.16479 -2.06680 0.1769
Co 3.34925 0.24008 -1.12171 -0.0591
C 3.83248 -0.49130 0.45311 0.3148
O 4.21287 -0.90990 1.46384 -0.4554
C 3.59406 1.97226 -0.88474 0.4166
O 3.73802 3.10902 -0.72352 -0.4490
C 2.10588 0.45561 -2.42998 0.7743
C 2.02279 -0.84147 -1.87140 0.1759
C 1.74377 -2.17147 -1.95273 -0.9889
C 2.52268 -3.15714 -1.20328 0.3885
C 3.39008 -4.04724 -1.86172 -0.4906
C 4.11461 -4.97970 -1.12012 -0.5578
C 3.93823 -5.08761 0.26967 -0.4099
C 3.08941 -4.19767 0.92626 -0.8900
C 2.47833 -3.19659 0.19201 0.2432
Co 0.31424 0.31231 -1.76439 0.7448
C -0.78986 -0.95919 -1.14166 0.3214
O -1.45482 -1.87945 -0.95726 -0.5119
C -0.57536 0.21171 -3.27405 -0.3951
O -1.33873 -0.04373 -4.10736 -0.5024
P 0.01566 2.38501 -1.50496 1.6034
C 0.28987 3.08461 0.15712 -0.0420
C -0.42585 4.22509 0.55153 -0.3927
C -0.36302 4.65998 1.87558 -0.7105
C 0.45735 3.99002 2.79472 -0.5450
C 1.21842 2.88899 2.39197 -1.3277
C 1.09443 2.41594 1.08797 0.4288
C 0.81714 3.49758 -2.71475 0.1389
C 1.36457 4.72825 -2.32233 -0.4524
C 1.98294 5.55193 -3.26616 -0.6030
C 2.06165 5.15714 -4.60787 -0.5551
C 1.47115 3.95563 -5.01513 -0.7506
C 0.88534 3.10861 -4.06575 -0.2686
C -1.77919 2.69734 -1.73127 0.0441
C -2.28575 3.55124 -2.71896 -0.1820
C -3.66707 3.64912 -2.91187 -0.6440
C -4.53810 2.89030 -2.12271 -0.4638
C -4.03792 2.06343 -1.10677 -0.7705
C -2.65694 1.97680 -0.90132 -0.5557
H 2.33447 0.73343 -3.45184 0.4745
H 1.11399 -2.53365 -2.77579 0.3683
H 3.49653 -3.95707 -2.94725 0.3888
H 4.80782 -5.65030 -1.62762 0.3217
H 4.47788 -5.84000 0.84574 0.3281
H 2.89623 -4.25056 1.99377 0.4337
H 1.87071 -2.45671 0.67622 0.2163
H -1.05968 4.73953 -0.17314 0.4035
H -0.94901 5.52821 2.17663 0.3601
H 0.50125 4.33536 3.82808 0.3550
H 1.87833 2.37773 3.09851 0.4382
H 1.57138 1.47388 0.82021 -0.1596
H 1.30876 5.03002 -1.27530 0.3473
H 2.41335 6.49732 -2.93423 0.3595
H 2.57596 5.79573 -5.33033 0.3335
H 1.47440 3.66673 -6.07180 0.3919
H 0.51496 2.12991 -4.38161 0.1961
H -1.60121 4.11833 -3.34705 0.3245
H -4.05417 4.31303 -3.68684 0.3653
H -5.61544 2.95197 -2.28534 0.3240
H -4.71621 1.47604 -0.47693 0.4074
H -2.26208 1.31356 -0.12169 0.5537
```



Entry 2:
ORCA calculation (ωB97M-V/def2-TZVPD) on a structure of composition C16H72B2CrO16.

Net charge: +1
Multiplicity: 4
Gap between HOMO and LUMO (spin up / spin down), hartree: 0.262 / 0.318
LUMO level (spin up / spin down), eV: -4.5 / -3.0

```
107
Properties=species:S:1:pos:R:3:mulliken_charge:R:1
Cr 0.24065 0.14813 -0.19622 -2.1458
B 1.43850 -1.02018 1.06710 5.0630
H 1.79236 -1.82053 1.69836 -0.4627
H 0.55385 -0.52916 1.44199 -0.6013
H 2.16540 -0.22971 0.96217 -0.8950
H 1.24585 -1.44658 0.09483 -1.4044
B -0.90263 0.84858 -1.77658 4.9199
H -0.15755 1.60885 -1.60024 -1.0082
H -1.62031 0.77281 -0.97443 -0.7356
H -1.41130 1.04802 -2.70701 -0.2851
H -0.36557 -0.07652 -1.91798 -0.8524
C 0.00704 -3.16756 -3.07725 -0.9185
O 0.88508 -2.54206 -2.18948 -0.4002
H 0.36730 -2.91357 -4.07415 0.4093
H -0.05213 -4.24394 -2.91602 0.3233
H -1.03327 -2.84573 -3.02948 0.0929
H 1.72785 -2.98767 -2.30253 0.2223
C 3.19164 -0.30298 -1.79008 -1.1127
O 1.98851 0.38502 -1.55524 0.8228
H 4.05586 0.33717 -1.61278 0.3096
H 3.27641 -1.16822 -1.13261 0.1203
H 3.23756 -0.71016 -2.80013 0.3215
H 2.19237 1.21781 -1.98709 -0.2871
C -5.41616 -1.42112 0.86304 -0.3027
O -5.97572 -1.61950 2.14533 -0.5701
H -6.08684 -0.86266 0.21005 0.3058
H -4.39886 -1.03731 0.93973 -0.0857
H -5.41560 -2.42371 0.43537 0.3328
H -5.32628 -2.08199 2.68007 0.3026
C -4.72074 1.99743 2.51173 -0.8524
O -3.89715 1.92311 1.38489 -0.2883
H -4.99354 1.07869 3.03096 0.2674
H -4.23456 2.61490 3.26701 0.3033
H -5.65335 2.50819 2.27199 0.3352
H -4.24644 2.46027 0.67001 0.2043
C 2.68116 -4.87706 -0.78781 -0.2380
O 3.13183 -4.38413 -2.02638 -0.5274
H 3.36701 -5.56750 -0.29690 0.3662
H 2.62360 -4.00247 -0.13984 -0.1080
H 1.67569 -5.28389 -0.89563 0.2346
H 3.06857 -5.12175 -2.63753 0.2863
C -1.34911 0.88588 2.77731 -0.9784
O -1.43145 0.77491 1.36448 1.1820
H -0.39187 0.50406 3.13227 0.1203
H -1.43064 1.94786 3.00894 0.2280
H -2.12201 0.40290 3.37519 0.2301
H -2.32992 1.08527 1.23017 -0.4019
C -3.95603 -1.08912 -2.49672 -0.8334
O -3.53085 -2.08019 -1.61593 -0.3973
H -3.34344 -1.00077 -3.39395 0.3228
H -4.95992 -1.23099 -2.89694 0.4882
H -3.85262 -0.08189 -2.09310 0.1645
H -3.76475 -2.93884 -1.97594 0.2296
C 0.48102 -3.06227 4.10174 -0.6149
O -0.26815 -1.88206 4.21172 -0.4603
H 1.54910 -2.88739 3.97242 0.1342
H 0.36404 -3.66681 5.00116 0.3530
H 0.16031 -3.70413 3.28122 0.2412
H -1.17967 -2.14572 4.35735 0.2304
C 3.88323 2.90329 1.78598 -0.8332
O 3.68056 2.02676 0.72832 -0.4678
H 3.05609 2.81776 2.49070 0.2676
H 4.76836 2.58230 2.33518 0.3174
H 3.98247 3.91671 1.39708 0.3086
H 4.43214 2.15695 0.14542 0.2454
C 5.03227 -1.17462 2.19963 -0.4994
O 3.97240 -1.95596 2.78275 -0.6201
H 5.56609 -0.73105 3.04009 0.3039
H 5.75297 -1.79099 1.66226 0.3070
H 4.65402 -0.42724 1.50217 -0.0556
H 3.13442 -1.68935 2.39765 -0.0938
C 1.80813 3.57749 -3.72351 -0.5405
O 2.38026 3.23105 -2.50805 -0.4776
H 2.50698 4.03434 -4.42422 0.3753
H 1.26765 2.75181 -4.18639 0.1184
H 1.09605 4.37957 -3.52932 0.2380
H 2.60483 4.03014 -2.02574 0.2610
C -1.16320 1.58362 -5.53346 -0.3064
O -0.56282 0.43198 -5.03099 -0.5891
H -2.25175 1.56156 -5.58502 0.2174
H -0.89570 2.42028 -4.88806 -0.0922
H -0.85570 1.72921 -6.56901 0.3055
H -0.72152 0.40356 -4.08462 -0.1463
C 2.09610 0.04648 5.03819 -0.1861
O 0.84092 0.07139 5.73974 -0.6196
H 2.71391 0.92082 5.24303 0.4094
H 2.67139 -0.87482 5.12954 0.2429
H 1.91189 0.16619 3.97056 -0.2921
H 0.35366 -0.64868 5.33271 0.5012
C 0.45857 3.40765 0.52944 -0.8651
O 1.03509 2.06852 0.51812 1.3535
H 0.94241 3.98351 1.31835 0.4110
H 0.82567 3.93135 -0.35321 0.0410
H -0.62884 3.35756 0.58547 0.1315
H 1.95877 2.18298 0.75331 -0.3684
C -1.79466 4.22087 -2.29859 -0.0326
O -2.74085 3.28397 -1.76963 -0.5971
H -2.13252 5.24071 -2.11455 0.4099
H -0.80222 3.97188 -1.92286 -0.3471
H -1.69811 3.97646 -3.35644 0.1625
H -2.41805 2.40115 -1.96463 -0.1242
C -1.31821 -2.63779 0.70756 -0.8599
O -1.16060 -1.49647 -0.13975 1.6236
H -2.06670 -3.34101 0.34238 0.3828
H -0.37806 -3.18869 0.73452 -0.0480
H -1.53354 -2.34908 1.73633 0.0468
H -1.91411 -1.55660 -0.73154 -0.6196
```



The lowest net charge belongs to which entry?
C38H33Co2NO8P2



Among the records above, which one has the lowest net charge?
C38H33Co2NO8P2



Which value of net charge does entry 2 give?
+1